*A*
Molecular formula: C13H13N2
Method: DFT, wB97M-V/def2-TZVPD

Last columns: bonded neighbours and bond lengths (Å).
CARTESIAN COORDINATES (ANGSTROEM)
1 C 3.4643 -0.5864 -0.1088  C2 1.400, C3 1.463, H16 1.048
2 C 2.5731 0.4902 -0.1828  C1 1.400, C4 1.372, H17 1.087
3 C 2.9609 -1.9482 0.0721  C1 1.463, N14 1.315, H18 1.024
4 C 1.2450 0.1648 -0.0705  C2 1.372, C5 1.385, C10 1.454
5 C 0.8626 -1.1545 0.1092  C4 1.385, C8 1.436, N14 1.300
6 C -3.2271 -0.7139 -0.1675  C7 1.353, C9 1.478, H19 1.057
7 C -2.3504 0.3107 -0.2759  C6 1.353, C11 1.385, H20 1.064
8 C -0.5715 -1.2030 0.1573  C5 1.436, C11 1.390, N15 1.564
9 C -2.7965 -2.1149 0.0209  C6 1.478, N15 1.409, H21 1.090, H22 1.115
10 C 0.1405 1.1056 0.0320  C4 1.454, C11 1.522, C12 1.604, C13 1.577
11 C -1.0073 0.1068 -0.0058  C7 1.385, C8 1.390, C10 1.522
12 C 0.0624 1.6541 1.5368  C10 1.604, H23 1.157, H24 1.092, H25 1.155
13 C 0.1570 2.1182 -1.1767  C10 1.577, H26 1.052, H27 1.111, H28 1.065
14 N 1.6688 -2.1719 0.1696  C3 1.315, C5 1.300
15 N -1.4633 -2.4805 0.2915  C8 1.564, C9 1.409
16 H 4.4374 -0.3542 -0.4222  C1 1.048
17 H 2.8245 1.5423 -0.2936  C2 1.087
18 H 3.5864 -2.7493 -0.0511  C3 1.024
19 H -4.2263 -0.4918 -0.4319  C6 1.057
20 H -2.6991 1.3118 -0.3702  C7 1.064
21 H -3.4118 -2.6842 0.7183  C9 1.090
22 H -2.8764 -2.4951 -1.0239  C9 1.115
23 H 1.0711 2.1256 1.8505  C12 1.157
24 H -0.2360 0.7976 2.1450  C12 1.092
25 H -0.8013 2.3831 1.7755  C12 1.155
26 H 0.3540 1.5163 -2.0169  C13 1.052
27 H 1.0034 2.8370 -1.1320  C13 1.111
28 H -0.7445 2.6838 -1.1489  C13 1.065

HOMO energy (alpha / beta) = -12.68 / -12.83 eV
Charge = +1
Orbital gap (alpha / beta) = 6.82 / 6.32 eV

---

*B*
Molecular formula: C13H13N2
Method: DFT, wB97M-V/def2-TZVPD

Last columns: bonded neighbours and bond lengths (Å).
CARTESIAN COORDINATES (ANGSTROEM)
1 C -0.4794 2.5706 -2.8302  C2 1.410, C3 1.408, H16 1.077
2 C -0.1764 2.4690 -1.4569  C1 1.410, C4 1.421, H17 1.090
3 C -0.7985 1.4270 -3.5869  C1 1.408, N14 1.359, H18 1.087
4 C -0.3539 1.2027 -0.8377  C2 1.421, C5 1.449, C10 1.484
5 C -0.4635 0.0674 -1.7305  C4 1.449, C8 1.472, N14 1.305
6 C 0.3985 -3.9246 -0.1404  C7 1.399, C9 1.494, H19 1.131
7 C -0.1082 -3.6208 -1.4086  C6 1.399, N15 1.381, H20 1.082
8 C -0.2004 -1.2654 -1.1638  C5 1.472, C11 1.415, N15 1.319
9 C 0.5575 -2.7320 0.7455  C6 1.494, C11 1.475, H21 1.045, H22 1.187
10 C -0.0497 0.8410 0.5686  C4 1.484, C12 1.486, C13 1.516
11 C 0.2601 -1.4079 0.1664  C8 1.415, C9 1.475
12 C 1.0652 1.6628 1.1060  C10 1.486, H23 1.055, H24 1.063, H25 1.007
13 C -1.1377 0.4485 1.5491  C10 1.516, H26 1.096, H27 1.028, H28 1.089
14 N -0.6962 0.2026 -3.0072  C3 1.359, C5 1.305
15 N -0.4861 -2.3632 -1.8360  C7 1.381, C8 1.319
16 H -0.3818 3.5221 -3.3252  C1 1.077
17 H -0.0400 3.4677 -1.0417  C2 1.090
18 H -0.9027 1.4230 -4.6691  C3 1.087
19 H 0.5878 -4.9718 0.2415  C6 1.131
20 H -0.5240 -4.4053 -2.0278  C7 1.082
21 H -0.0130 -2.9073 1.6037  C9 1.045
22 H 1.7124 -2.7392 1.0215  C9 1.187
23 H 1.6572 1.0045 1.6801  C12 1.055
24 H 0.6838 2.4839 1.6629  C12 1.063
25 H 1.6205 2.1174 0.3999  C12 1.007
26 H -0.7118 -0.0108 2.4484  C13 1.096
27 H -1.8780 -0.1864 1.2245  C13 1.028
28 H -1.8272 1.2460 1.8240  C13 1.089

HOMO energy (alpha / beta) = -12.64 / -12.64 eV
Charge = +1
Orbital gap (alpha / beta) = 6.74 / 6.74 eV

---

Most stable structure, least stable structure: *A*, *B*.

---

*A*
Molecular formula: C4H9FN3
Method: DFT, wB97M-V/def2-TZVPD

Last columns: bonded neighbours and bond lengths (Å).
CARTESIAN COORDINATES (ANGSTROEM)
1 C 0.1015 1.3817 0.8209  N5 1.327, N7 1.311, H9 1.075
2 C -0.2605 -0.5846 -0.1796  N5 1.429, N6 1.411, F8 1.358
3 C -1.1352 -0.3138 2.1623  N5 1.438, H11 1.092, H12 1.088, H13 1.093
4 C 0.4804 0.1297 -2.4470  N6 1.443, H14 1.089, H15 1.091, H16 1.095
5 N -0.4047 0.1724 1.0237  C1 1.327, C2 1.429, C3 1.438
6 N 0.5426 0.2261 -1.0088  C2 1.411, C4 1.443, N7 1.393
7 N 0.6131 1.4684 -0.3826  C1 1.311, N6 1.393, H17 1.012
8 F -1.4663 -0.9287 -0.7022  C2 1.358
9 H 0.0965 2.1706 1.5516  C1 1.075
10 H 0.3953 -1.9617 0.0424  no bonds
11 H -0.5922 -1.1460 2.6160  C3 1.092
12 H -1.2525 0.4869 2.8897  C3 1.088
13 H -2.1199 -0.6694 1.8472  C3 1.093
14 H 1.1709 0.8512 -2.8809  C4 1.089
15 H 0.8066 -0.8740 -2.7215  C4 1.091
16 H -0.5296 0.2951 -2.8371  C4 1.095
17 H 1.1163 2.2324 -0.8163  N7 1.012

HOMO energy = -13.53 eV
Charge = +1
Orbital gap = 9.88 eV

---

*B*
Molecular formula: C4H9FN3
Method: DFT, wB97M-V/def2-TZVPD

Last columns: bonded neighbours and bond lengths (Å).
CARTESIAN COORDINATES (ANGSTROEM)
1 C 2.3628 -0.6123 0.3406  C2 1.477, H9 1.001, H10 1.032, H11 1.100
2 C 0.8943 -0.6363 0.1886  C1 1.477, N3 1.277, N8 1.484
3 N 0.1460 -1.2567 -0.6397  C2 1.277, C4 1.488, H12 0.989
4 C -1.2848 -0.9403 -0.3788  N3 1.488, F5 1.378, N6 1.394, H13 1.131
5 F -1.8748 -2.0941 0.0886  C4 1.378
6 N -1.2730 0.0607 0.5919  C4 1.394, C7 1.512, N8 1.435
7 C -2.0536 1.2939 0.1959  N6 1.512, H14 1.056, H15 1.170, H16 1.044
8 N 0.0889 0.3819 0.9084  C2 1.484, N6 1.435, H17 1.020
9 H 2.8554 -0.0624 -0.3360  C1 1.001
10 H 2.7028 -1.5781 0.2081  C1 1.032
11 H 2.6559 -0.1987 1.3165  C1 1.100
12 H 0.3652 -2.0332 -1.2113  N3 0.989
13 H -1.9350 -0.4867 -1.1854  C4 1.131
14 H -3.0609 1.1970 0.4978  C7 1.056
15 H -1.7920 2.2374 0.8359  C7 1.170
16 H -1.8421 1.4545 -0.8136  C7 1.044
17 H 0.5155 0.9152 1.6659  N8 1.020

HOMO energy = -13.77 eV
Charge = +1
SMILES = CC1=[NH+][C@@H](F)N(C)N1
Orbital gap = 9.85 eV

---

Most stable structure, least stable structure: *B*, *A*.

---

*A*
Molecular formula: C6H3NO
Method: DFT, wB97M-V/def2-TZVPD

Last columns: bonded neighbours and bond lengths (Å).
CARTESIAN COORDINATES (ANGSTROEM)
1 N 4.1525 0.8182 -0.0934  C2 1.232
2 C 3.0923 0.2069 0.0499  N1 1.232, C3 1.319
3 C 1.8997 -0.3576 0.0591  C2 1.319, C4 1.213
4 C 0.8013 -0.7875 -0.2239  C3 1.213, C5 1.356
5 C -0.4911 -1.1880 -0.1357  C4 1.356, C6 1.287, H9 1.319
6 C -1.5348 -0.4519 0.0213  C5 1.287, C7 1.639, H10 0.991
7 C -1.5228 1.1816 -0.1084  C6 1.639, O8 1.181, H11 1.144
8 O -0.6037 1.9140 0.0098  C7 1.181
9 H -0.7879 -2.3208 0.4718  C5 1.319
10 H -2.4811 -0.7462 0.0100  C6 0.991
11 H -2.5244 1.7313 -0.0605  C7 1.144

HOMO energy = -9.77 eV
Charge = 0
SMILES = N#CC#C/C=C\C=O
Orbital gap = 8.53 eV

---

*B*
Molecular formula: C6H3NO
Method: DFT, wB97M-V/def2-TZVPD

Last columns: bonded neighbours and bond lengths (Å).
CARTESIAN COORDINATES (ANGSTROEM)
1 C -0.8982 -1.9260 -1.3091  C2 1.239, H9 1.188
2 C -1.0982 -1.0212 -0.4859  C1 1.239, C3 1.459
3 C -1.0713 -0.1804 0.7063  C2 1.459, C4 1.403, H10 1.158
4 C -0.2394 0.9277 0.9286  C3 1.403, C5 1.383, H11 0.979
5 C 0.9680 1.2796 0.3520  C4 1.383, O6 1.285, C7 1.451
6 O 1.7478 2.1015 0.9586  C5 1.285
7 C 1.4709 0.5037 -0.7667  C5 1.451, N8 1.335
8 N 2.0559 -0.5994 -1.2378  C7 1.335
9 H -0.4755 -2.5636 -2.2180  C1 1.188
10 H -1.9614 -0.0790 1.4397  C3 1.158
11 H -0.4986 1.5570 1.6324  C4 0.979

HOMO energy = -10.04 eV
Charge = 0
SMILES = C#C/C=C\C(=O)C#N
Orbital gap = 8.17 eV

---

Most stable structure, least stable structure: *A*, *B*.

---

*A*
Molecular formula: C3H12O2S2
Method: DFT, wB97M-V/def2-TZVPD

Last columns: bonded neighbours and bond lengths (Å).
CARTESIAN COORDINATES (ANGSTROEM)
1 C 1.1679 -0.9512 0.1733  C2 1.532, H6 1.095, H7 1.090, H8 1.091
2 C -0.0015 0.0329 0.2835  C1 1.532, C3 1.519, H9 1.086, H10 1.091
3 C -0.5960 0.4505 -1.0511  C2 1.519, S4 1.791, H11 1.095, H12 1.093
4 S -1.9247 1.6512 -1.0608  C3 1.791, S5 2.098
5 S -3.0148 1.2301 0.6817  S4 2.098, H13 1.340
6 H 0.7852 -1.9767 0.1503  C1 1.095
7 H 1.8092 -0.8343 1.0467  C1 1.090
8 H 1.8249 -0.7872 -0.6822  C1 1.091
9 H -0.7666 -0.3687 0.9408  C2 1.086
10 H 0.3914 0.8999 0.8168  C2 1.091
11 H 0.2036 0.9266 -1.6279  C3 1.095
12 H -0.8557 -0.4716 -1.5765  C3 1.093
13 H -2.7617 2.4198 1.2434  S5 1.340
14 O -2.1641 -2.2747 -0.1975  H15 0.965, H16 0.974
15 H -2.7110 -2.2785 0.5975  O14 0.965
16 H -2.6970 -2.7275 -0.8754  O14 0.974
17 O 3.9997 1.3751 0.3361  H18 0.963, H19 0.960
18 H 4.0069 2.1851 -0.1848  O17 0.963
19 H 3.3043 1.4992 0.9860  O17 0.960

HOMO energy = -8.59 eV
Charge = 0
SMILES = CCCSS.O.O
Orbital gap = 9.00 eV

---

*B*
Molecular formula: C3H12O2S2
Method: DFT, wB97M-V/def2-TZVPD

Last columns: bonded neighbours and bond lengths (Å).
CARTESIAN COORDINATES (ANGSTROEM)
1 C 1.1132 2.4974 0.9435  C2 1.519, H6 1.096, H7 1.090, H8 1.084
2 C 1.2934 1.4505 -0.1424  C1 1.519, S3 1.806, H9 1.091, H10 1.094
3 S -0.2258 0.7371 -0.8102  C2 1.806, S4 2.016
4 S -0.7842 -0.7364 0.4467  S3 2.016, C5 1.816
5 C -1.5623 0.0132 1.9070  S4 1.816, H11 1.087, H12 1.088, H13 1.097
6 H 0.3792 2.1405 1.6745  C1 1.096
7 H 0.7306 3.4297 0.5297  C1 1.090
8 H 2.0595 2.7166 1.4251  C1 1.084
9 H 1.8356 1.8147 -1.0158  C2 1.091
10 H 1.9226 0.6234 0.2000  C2 1.094
11 H -0.9562 -0.1803 2.7879  C5 1.087
12 H -1.7802 1.0560 1.6860  C5 1.088
13 H -2.5649 -0.4140 2.0300  C5 1.097
14 O -2.0400 -2.0413 -3.2986  H15 0.962, H16 0.961
15 H -2.8930 -2.4830 -3.3522  O14 0.962
16 H -1.7943 -2.1654 -2.3780  O14 0.961
17 O 1.9754 -3.0433 -0.6317  H18 0.968, H19 0.963
18 H 1.0773 -2.7063 -0.4992  O17 0.968
19 H 2.2138 -2.7089 -1.5023  O17 0.963

HOMO energy = -8.99 eV
Charge = 0
SMILES = CCSSC.O.O
Orbital gap = 9.58 eV

---

Most stable structure, least stable structure: *B*, *A*.